# 1
74
Properties=species:S:1:pos:R:3:forces:R:3 method="wB97M-V/def2-TZVPD" de_lowest_ev=0.000 gap_ev=8.71 e_tot_ev=-88416.1645 homo_energy_ev=-8.14 mol_weight_g_mol=774.544
I 2.15494 -1.73741 0.83492 -0.07 -0.03 0.02
I 2.16213 -4.85024 2.86589 0.01 0.02 -0.06
S -3.75859 -2.23526 -2.96993 0.05 -0.04 0.03
S 3.33436 1.73097 -1.34148 -0.03 0.00 -0.14
S 6.99330 4.46309 -4.59882 0.00 0.00 0.00
O -6.47607 -1.10028 2.48029 -0.43 0.12 0.13
O -0.63133 -1.50610 -0.97244 0.03 -0.09 -0.52
O -3.67414 -2.74425 -1.57339 -0.07 -0.06 0.03
O -6.07602 -3.10290 3.43897 0.00 -0.05 0.24
O 4.18682 0.84516 -0.48977 0.00 -0.03 0.08
O 6.01697 3.97883 -3.58516 0.01 0.04 0.01
O -0.75799 -2.20261 1.15098 0.48 0.40 0.36
O 0.41623 1.41050 0.17833 0.14 0.04 -0.12
N -1.74096 -0.18990 0.58211 -0.18 -0.08 0.41
N 0.70301 2.03814 2.35476 0.04 -1.17 0.04
C -1.13565 0.47222 1.72366 0.03 0.05 0.16
C 3.98334 1.61830 -3.01065 0.06 -0.16 -0.04
C 0.04974 1.34535 1.32342 -0.05 0.34 0.15
C -0.78805 -4.81877 2.27971 -0.07 0.14 0.16
C -6.69726 -2.40193 2.69555 0.08 -0.08 -0.10
C -3.61425 -1.07559 2.10684 0.02 -0.03 0.06
C 0.28728 1.75763 3.72565 0.04 0.29 0.12
C -4.20966 -3.64751 -3.98499 -0.01 -0.02 -0.07
C 0.42542 -3.00038 1.07550 -0.33 -0.21 0.01
C -1.00131 -1.31057 0.13578 -0.15 -0.07 0.02
C -5.72407 -0.39590 3.48690 0.28 0.18 0.11
C 3.90033 3.40991 -1.04307 0.03 0.04 0.04
C -4.28395 -0.06891 3.06133 -0.05 0.08 0.02
C 0.36437 -3.81552 2.37154 -0.46 0.09 -0.25
C 8.31087 5.27774 -3.69000 0.05 0.02 0.01
C -3.17763 -0.48547 0.74902 -0.04 -0.13 -0.31
C 7.95541 3.03143 -5.09911 0.04 -0.03 -0.02
C -5.34059 -1.39221 -3.09929 -0.04 0.04 -0.04
C 2.16861 2.00278 2.24490 0.05 0.55 0.02
H -7.54377 -2.75660 2.09382 0.11 0.11 -0.17
H -3.35947 -4.32628 -3.98957 0.01 0.01 0.01
H 3.64154 3.65778 -0.01509 -0.01 -0.01 -0.01
H -1.73373 -4.26989 2.26296 0.05 -0.07 -0.10
H -4.28395 0.92775 2.60701 0.01 -0.11 -0.06
H -3.73051 0.43615 0.53379 0.05 0.00 0.14
H 3.47865 2.34855 -3.64223 0.00 0.01 0.01
H 8.77017 3.35020 -5.74915 -0.01 -0.01 0.00
H -0.74908 -0.24363 2.46479 -0.15 0.05 0.01
H -2.75177 -1.52908 2.59967 -0.04 -0.02 -0.09
H 0.35548 -3.64867 0.20103 0.29 0.12 -0.03
H 3.38924 4.08668 -1.72728 0.00 0.00 0.00
H 8.33858 2.52824 -4.21164 -0.02 0.01 0.01
H 3.77486 0.61035 -3.36621 -0.04 0.00 0.03
H -0.78970 1.86268 3.85028 0.07 0.00 -0.02
H 2.59312 2.96215 2.55567 -0.04 -0.07 0.00
H -4.41861 -3.31211 -5.00096 0.01 -0.01 0.00
H -0.71508 -5.42383 1.37336 0.04 0.01 0.08
H -3.70467 0.02598 3.98587 -0.03 0.02 -0.07
H 7.89225 6.18052 -3.25028 -0.02 -0.01 -0.01
H -5.07888 -4.14087 -3.55073 0.01 0.02 0.03
H 9.11606 5.54118 -4.37576 -0.01 0.01 0.00
H -1.89133 1.07108 2.23585 -0.01 -0.01 -0.13
H 5.05462 1.80878 -2.99956 -0.02 0.03 0.01
H 7.28906 2.36630 -5.64454 -0.01 0.01 0.00
H 2.46779 1.80062 1.22212 -0.07 -0.03 0.03
H 0.76167 2.49128 4.38175 -0.04 -0.04 -0.05
H 0.15480 -3.10647 3.17395 0.33 -0.13 0.09
H -5.27959 -0.49535 -2.48585 0.02 0.00 0.00
H -4.29509 -1.90141 1.89926 0.04 0.05 0.05
H 4.97760 3.46307 -1.19416 -0.01 -0.02 -0.02
H -5.52084 -1.11470 -4.13790 0.00 0.01 0.01
H 0.60163 0.76144 4.06770 -0.05 0.04 -0.06
H -5.74434 -0.96257 4.41785 0.02 -0.15 -0.17
H -6.12954 -2.04600 -2.72789 0.02 -0.02 0.01
H 2.58130 1.22092 2.89280 -0.05 0.00 -0.08
H -3.43967 -1.18886 -0.04463 0.08 0.08 0.06
H -0.79697 -5.48012 3.14593 0.00 0.02 -0.06
H 8.66941 4.61246 -2.90492 -0.02 -0.01 0.00
H -6.27683 0.53195 3.64500 0.02 -0.09 -0.01

# 2
16
Properties=species:S:1:pos:R:3:forces:R:3 method="wB97M-V/def2-TZVPD" de_lowest_ev=0.596 gap_ev=10.36 e_tot_ev=-9879.4649 homo_energy_ev=-9.57 mol_weight_g_mol=103.121
O 0.26894 -0.43358 2.16325 0.28 0.01 -0.32
O -0.61439 1.61539 -0.21230 0.00 0.34 -0.06
N 2.19192 0.12645 1.11273 -0.07 0.09 0.11
C -1.08781 -0.71175 -0.33651 -0.07 -0.02 0.02
C 0.92120 -0.38300 1.13622 -0.05 -0.08 0.12
C -1.35556 0.65576 -0.94414 -0.21 -0.33 -0.23
C 0.40901 -0.98372 -0.16985 0.00 -0.03 0.00
H 0.98312 -0.62251 -1.03430 -0.10 -0.02 0.18
H 0.58546 -2.06492 -0.10148 -0.02 0.17 0.04
H 2.62509 0.40428 0.24738 -0.16 -0.07 0.05
H -0.80839 2.48777 -0.57325 0.07 -0.10 0.11
H 2.46729 0.63006 1.94354 0.01 -0.08 -0.10
H -1.55390 -1.47310 -0.97218 0.08 0.11 0.06
H -1.54929 -0.77603 0.65482 0.05 0.00 -0.15
H -1.04868 0.65482 -2.00397 -0.01 0.03 0.17
H -2.43399 0.87408 -0.90996 0.18 -0.02 0.01

# 3
17
Properties=species:S:1:pos:R:3:forces:R:3 method="wB97M-V/def2-TZVPD" de_lowest_ev=1.051 gap_ev=8.49 e_tot_ev=-6852.4780 homo_energy_ev=-7.31 mol_weight_g_mol=85.150
N -0.08366 -0.30161 -0.71140 0.39 0.43 -1.45
C 0.34056 0.67199 -1.72035 -0.59 0.17 0.76
C 0.46411 -1.01658 2.97048 0.43 0.20 0.27
C -0.02725 -1.12239 1.54940 0.14 0.58 0.23
C -0.89287 1.30117 -2.38342 0.00 0.35 -0.65
C 0.39598 -0.31026 0.57178 -0.70 -0.43 0.35
H 0.11444 -1.85767 3.56336 0.23 -0.22 -0.01
H 1.03416 0.24497 -2.44797 -0.13 -0.12 -0.16
H -1.80999 1.21882 -1.80387 0.22 -0.16 0.40
H -0.81184 -1.84187 1.34668 0.05 -0.06 -0.10
H 0.90060 1.47083 -1.23196 -0.01 -0.15 0.24
H -0.74776 2.37146 -2.55239 0.09 -0.08 -0.12
H 0.16846 -0.13561 3.55761 -0.39 0.07 -0.47
H -0.56489 -1.08377 -1.13366 0.08 -0.08 0.70
H 1.08648 0.50090 0.77243 0.17 -0.07 0.07
H 1.55782 -0.96705 3.00403 -0.06 -0.36 0.06
H -1.12436 0.85667 -3.35074 0.10 -0.07 -0.10

# 4
12
Properties=species:S:1:pos:R:3:forces:R:3 method="wB97M-V/def2-TZVPD" de_lowest_ev=0.861 gap_ev=8.89 e_tot_ev=-147379.3719 homo_energy_ev=-9.01 mol_weight_g_mol=239.894
Br -0.90178 -3.19498 -1.47390 -0.22 -0.76 -0.15
Br 1.58064 -1.91384 -0.01510 1.70 -0.55 0.35
O -1.02099 0.02869 1.89035 -2.08 -2.90 0.19
C -0.23222 0.86250 1.67939 1.21 3.34 0.95
C 0.06708 -1.69740 -0.97749 -3.31 3.10 -0.30
C -0.56395 -0.46821 -1.04761 -0.85 -1.46 0.01
C 0.50366 1.14559 0.44137 1.44 2.72 0.86
C 0.22240 0.73194 -0.77387 2.23 0.00 -1.87
H -0.11067 1.68468 2.48570 0.36 -0.76 -0.82
H 1.24998 1.99562 0.60977 -1.00 -1.26 -0.50
H 0.91296 1.12548 -1.64590 -1.66 -0.62 1.66
H -1.70711 -0.30007 -1.17271 2.19 -0.85 -0.38

# 5
17
Properties=species:S:1:pos:R:3:forces:R:3 method="wB97M-V/def2-TZVPD" de_lowest_ev=3.948 gap_ev=10.84 e_tot_ev=-8874.6321 homo_energy_ev=-15.29 mol_weight_g_mol=100.141 total_charge=+1
O -2.44106 0.50556 1.19090 -0.47 -1.80 -1.46
N 0.04662 0.52245 0.22088 0.85 -1.33 2.28
C -0.64154 -0.77185 0.02213 -2.71 1.45 -0.34
C 0.01155 -1.66533 -0.66481 1.64 -2.49 -1.30
C 1.27320 0.30729 1.05813 0.96 3.23 0.17
C -2.33670 -0.47128 0.48613 4.22 0.43 0.37
C 0.49898 1.15534 -1.03129 -2.61 0.32 -1.38
H -3.01203 -1.22897 0.07778 -0.50 0.39 0.37
H -0.41268 1.41968 -1.59277 0.41 -1.00 -0.49
H 1.14261 -1.54374 -0.95909 -2.43 -0.12 0.58
H 1.07422 -0.01153 2.03452 -0.87 0.30 1.70
H -0.69979 0.92306 0.87395 0.82 1.23 -1.32
H 1.34334 0.76793 -1.62320 -0.77 -0.95 0.66
H 2.06557 1.15551 1.01343 -1.93 -1.13 0.13
H 1.72302 -0.51888 0.70385 1.80 -2.64 -1.73
H -0.40954 -2.65364 -0.98405 0.26 1.13 0.47
H 0.77424 2.10841 -0.82649 1.31 2.97 1.30

# 6
16
Properties=species:S:1:pos:R:3:forces:R:3 method="wB97M-V/def2-TZVPD" de_lowest_ev=3.045 multiplicity=3 gap_ev="6.84 / 7.54" e_tot_ev=-16093.5287 homo_energy_ev="-5.78 / -8.67" mol_weight_g_mol=107.093
P 0.23951 -0.22365 -1.30072 0.54 -0.10 -0.31
O 2.23064 0.91696 0.26215 -1.24 1.28 -1.50
N 0.71479 -1.87560 -1.61033 0.64 0.86 -1.01
C 1.04192 0.25883 0.32441 0.30 -4.80 -2.60
C -1.50602 -0.54925 -0.84467 -1.92 -1.92 -0.60
C -0.16867 1.62814 1.69690 1.94 4.62 1.66
H -0.01388 1.29803 2.64404 0.99 -1.37 2.68
H 1.50061 -2.05953 -2.27424 -1.06 0.40 1.18
H 1.03534 -0.73886 0.87663 0.51 1.69 0.42
H -1.98088 -1.33154 -1.56319 1.42 0.87 0.98
H -1.09197 1.40990 1.41207 -3.69 -0.87 -2.13
H 0.25097 2.64310 1.58782 -0.34 -0.67 -0.53
H 0.65284 -2.52974 -0.85607 0.14 -0.42 0.26
H 2.06826 1.50493 -0.55209 0.88 -0.84 1.58
H -2.19119 0.25347 -1.12100 0.39 0.61 0.62
H -1.76845 -0.96294 0.16813 0.52 0.66 -0.70

# 7
18
Properties=species:S:1:pos:R:3:forces:R:3 method="wB97M-V/def2-TZVPD" de_lowest_ev=1.074 gap_ev=10.67 e_tot_ev=-11385.8287 homo_energy_ev=-9.78 mol_weight_g_mol=118.136
O -1.14127 1.22214 1.81052 0.44 0.47 -0.40
O 1.96892 -1.06986 0.07366 -0.97 0.82 0.17
N 0.97626 2.03776 2.04633 0.07 0.16 -0.22
N -0.13084 -1.76027 0.55108 -0.19 0.58 0.46
C -0.02525 1.43038 1.36796 0.23 -1.64 -0.92
C 0.23584 -0.42396 -1.53762 0.51 -0.03 1.11
C 0.76213 -0.98087 -0.13493 0.70 -1.85 -2.28
C -1.26270 -0.41441 -1.76933 -0.23 -0.04 0.21
H -1.66899 -1.42989 -1.75775 0.03 0.11 -0.04
H 0.79396 2.39123 2.97640 0.03 -0.15 -0.20
H 0.66011 0.57472 -1.68429 0.03 -0.16 0.04
H -1.78307 0.16239 -0.99879 -0.01 0.04 -0.09
H 0.71574 -1.07633 -2.27286 0.11 0.03 0.19
H 1.93170 1.97993 1.71915 -0.34 0.05 0.02
H 0.24510 -2.17049 1.39696 -0.04 0.10 -0.08
H -1.09536 -1.46000 0.62204 0.16 -0.03 -0.12
H -1.49377 0.03046 -2.74226 0.02 -0.06 0.17
H 0.31148 0.95706 0.33371 -0.54 1.61 1.98

# 8
15
Properties=species:S:1:pos:R:3:forces:R:3 method="wB97M-V/def2-TZVPD" de_lowest_ev=7.762 gap_ev=7.51 e_tot_ev=-9761.6259 homo_energy_ev=-8.91 mol_weight_g_mol=109.132
N 0.48575 1.53444 -0.17219 2.73 -0.17 5.45
N -2.77633 -1.55371 0.08128 2.15 9.90 -3.27
N 1.35207 -1.09122 -0.98999 1.64 2.36 -1.26
C 0.27635 -0.76544 -0.07986 -2.58 1.11 -0.86
C 1.65536 -0.95194 0.43410 -0.69 -1.79 1.19
C -0.44708 0.56920 -0.13237 -0.56 -0.25 -1.22
C -2.45226 -0.34845 -0.25659 -5.15 -13.53 3.60
C -1.80924 0.82031 -0.29561 5.33 -2.46 -0.03
H 1.72051 -1.85816 1.09295 0.46 0.62 -1.16
H -0.50363 -1.47713 -0.22942 0.18 -1.35 1.23
H 0.72157 1.37073 1.41859 0.07 0.57 -4.36
H 0.10668 2.40256 0.00945 -1.19 2.68 -0.26
H -2.32986 1.65418 -0.18425 -1.56 4.01 0.10
H 1.67510 -0.14664 -1.41987 -0.44 -2.08 0.74
H 2.32503 -0.15872 0.72376 -0.38 0.38 0.10